# 1
{
  "formula": "C39H42N6O7S2Tc",
  "method": "wB97M-V/def2-TZVPD",
  "symbols": ["Tc", "C", "C", "C", "N", "C", "C", "C", "C", "C", "C", "C", "N", "C", "C", "C", "N", "C", "C", "C", "C", "C", "C", "C", "N", "C", "C", "H", "H", "H", "H", "H", "H", "H", "H", "H", "H", "H", "H", "H", "H", "H", "H", "H", "H", "H", "H", "H", "H", "H", "H", "H", "H", "C", "C", "C", "C", "C", "C", "C", "S", "O", "O", "N", "C", "C", "C", "O", "O", "H", "H", "H", "H", "H", "H", "H", "H", "H", "H", "H", "H", "O", "S", "O", "N", "C", "O", "C", "C", "C", "C", "C", "C", "H", "H", "H", "H"],
  "xyz": [[-0.47497, -0.27321, 0.72888], [-1.89724, 1.11121, -2.62195], [-2.43014, 2.23043, -1.72949], [-2.48963, 1.83776, -0.25110], [-1.17947, 1.64459, 0.37493], [-0.50287, 2.63726, 0.90981], [-0.92272, 3.98884, 0.76535], [-0.43898, 5.15241, 1.30134], [0.63795, 5.36727, 2.16501], [1.47557, 4.39793, 2.65615], [1.50354, 3.02044, 2.43055], [0.68973, 2.19149, 1.65492], [0.92604, 0.86188, 1.56509], [2.03610, 0.28800, 2.33950], [2.36326, -1.16942, 2.04735], [1.22779, -2.15996, 2.30400], [0.29236, -2.03547, 1.20383], [-0.10067, -3.13307, 0.45841], [-0.59196, -4.25531, 1.05107], [-0.89257, -5.50688, 0.43539], [-0.32034, -6.03121, -0.67728], [0.75562, -5.40381, -1.38126], [0.98708, -4.07984, -1.44516], [-0.01219, -3.05134, -1.05821], [-1.39250, -1.76264, -1.86109], [-2.13577, -1.39652, -3.05410], [-2.85664, -0.07011, -2.81502], [-0.96287, 0.76060, -2.18350], [-1.63756, 1.52876, -3.59902], [-3.43848, 2.52150, -2.04183], [-1.79571, 3.11272, -1.84543], [-3.01284, 0.88491, -0.15741], [-3.07244, 2.56324, 0.32356], [-1.77936, 4.11697, 0.12022], [-0.98790, 6.04230, 1.01139], [0.82177, 6.38663, 2.47807], [2.24901, 4.74837, 3.33137], [2.28405, 2.51589, 2.97682], [1.80213, 0.40052, 3.40583], [2.93809, 0.87116, 2.13038], [3.22792, -1.42250, 2.66575], [2.66470, -1.27260, 1.00120], [0.75795, -1.96304, 3.27482], [1.62321, -3.17857, 2.31968], [-0.80283, -4.17557, 2.11359], [-1.57948, -6.14404, 0.98287], [-0.57899, -7.04667, -0.95170], [1.48164, -6.06110, -1.84908], [1.93428, -3.73496, -1.84048], [-2.85774, -2.19813, -3.21484], [-1.50775, -1.34615, -3.95390], [-3.48804, -0.20334, -1.93366], [-3.52365, 0.13188, -3.65783], [3.15209, 5.22232, -0.73269], [3.33579, 3.93381, -1.48536], [3.09951, 2.71125, -0.86714], [3.24977, 1.52029, -1.56126], [3.62212, 1.55794, -2.89686], [3.86845, 2.76515, -3.53600], [3.73039, 3.94327, -2.82328], [3.75411, 0.04621, -3.79585], [4.65385, 0.18632, -4.90429], [3.97093, -0.98690, -2.81956], [2.25591, -0.04670, -4.45528], [1.12376, -0.22118, -3.54687], [0.92354, -1.62964, -2.99835], [0.07878, -1.63531, -1.72408], [-1.30677, -3.20994, -1.70592], [0.41128, -0.52838, -0.99010], [3.24012, 5.06736, 0.34210], [2.16351, 5.64336, -0.92738], [3.89106, 5.96427, -1.03485], [2.79612, 2.68897, 0.17355], [3.07334, 0.56715, -1.07998], [4.17187, 2.76840, -4.57408], [3.93029, 4.88948, -3.31159], [2.27216, -0.58107, -5.31474], [0.23572, 0.13970, -4.06530], [1.28644, 0.46507, -2.71797], [1.90228, -2.03926, -2.75915], [0.47674, -2.28476, -3.75333], [-0.57191, -0.63061, 4.73637], [-1.80004, -0.17871, 4.14667], [-2.32086, 1.09368, 4.54756], [-1.71912, -0.27203, 2.50966], [-2.58050, -1.15608, 1.99010], [-2.55023, -1.33978, 0.75756], [-3.40471, -1.85685, 3.00113], [-4.35479, -2.84340, 2.81346], [-4.96074, -3.37608, 3.94443], [-4.61541, -2.93042, 5.21760], [-3.65412, -1.94180, 5.40196], [-3.06173, -1.42461, 4.26948], [-4.59766, -3.18434, 1.81605], [-5.70784, -4.15106, 3.83822], [-5.09958, -3.36560, 6.08179], [-3.37941, -1.59905, 6.38979]],
  "forces_ev_per_a": [[-0.045, -0.810, -0.009], [0.016, 0.000, -0.012], [-0.046, -0.003, 0.019], [-0.010, 0.009, 0.007], [-0.104, 0.212, -0.075], [0.036, -0.094, -0.059], [0.023, 0.044, 0.007], [-0.017, -0.010, -0.029], [0.034, -0.002, 0.030], [-0.020, 0.017, 0.018], [-0.085, -0.004, 0.053], [0.021, -0.049, 0.010], [0.064, 0.097, -0.119], [-0.045, 0.020, 0.036], [0.020, 0.002, -0.038], [0.017, -0.023, 0.075], [-0.319, 0.188, 0.009], [0.130, 0.069, -0.124], [-0.009, -0.023, 0.000], [-0.022, -0.003, 0.020], [0.020, 0.020, -0.014], [0.007, -0.003, 0.025], [0.014, -0.027, -0.009], [-0.011, -0.061, -0.010], [-0.043, 0.045, 0.066], [0.009, 0.058, -0.030], [0.025, 0.003, -0.024], [-0.026, 0.031, 0.020], [-0.002, -0.006, 0.000], [0.002, -0.007, -0.005], [-0.005, 0.016, -0.004], [-0.025, 0.005, -0.005], [0.026, 0.016, -0.009], [-0.003, -0.002, -0.001], [0.005, 0.004, -0.003], [-0.003, 0.006, -0.003], [0.007, -0.007, 0.003], [0.009, -0.002, 0.017], [0.031, -0.008, -0.001], [0.008, -0.004, -0.015], [-0.018, 0.009, 0.034], [0.068, -0.018, 0.013], [0.037, -0.005, -0.046], [-0.019, 0.009, -0.006], [-0.003, -0.012, 0.006], [-0.002, 0.001, -0.001], [0.004, -0.010, -0.001], [-0.002, -0.006, -0.004], [-0.022, -0.008, -0.012], [-0.018, 0.018, 0.020], [0.022, -0.045, 0.009], [0.014, -0.002, 0.026], [-0.020, -0.003, 0.017], [0.033, 0.006, 0.002], [0.007, 0.028, -0.037], [0.025, -0.045, 0.028], [0.022, 0.021, 0.004], [0.115, 0.026, 0.037], [-0.036, -0.030, 0.018], [-0.017, 0.010, -0.008], [-0.040, 0.121, 0.023], [0.026, 0.001, 0.041], [0.055, -0.072, -0.008], [0.030, -0.089, -0.025], [-0.048, 0.085, -0.150], [-0.064, -0.014, -0.187], [0.049, -0.116, 0.085], [0.059, 0.017, -0.036], [-0.011, 0.273, 0.288], [-0.027, -0.003, -0.007], [-0.026, -0.003, 0.017], [0.005, 0.005, -0.016], [0.054, 0.011, -0.069], [-0.022, -0.001, 0.006], [0.009, 0.004, -0.015], [0.010, 0.006, -0.004], [-0.024, -0.013, 0.008], [0.033, -0.029, -0.065], [-0.081, -0.039, -0.049], [0.000, 0.122, 0.008], [0.002, -0.045, 0.096], [0.012, 0.000, 0.012], [-0.057, 0.041, -0.033], [0.025, -0.019, 0.020], [0.018, -0.062, 0.072], [0.006, 0.124, 0.080], [0.171, 0.040, 0.005], [-0.006, -0.004, -0.089], [0.007, 0.012, 0.019], [0.005, 0.008, -0.010], [0.000, 0.002, 0.018], [-0.011, 0.004, -0.031], [-0.026, -0.017, 0.073], [-0.007, -0.004, -0.002], [-0.001, -0.003, 0.000], [-0.004, -0.002, -0.001], [0.003, 0.002, 0.010]],
  "mulliken_charge": [-1.91, 1.00, -1.29, -1.68, 0.70, 1.57, -1.13, -0.97, -0.79, -0.80, -0.09, 0.20, 2.25, -1.15, -1.21, -0.85, 1.16, -0.51, -0.29, -0.91, -0.81, -0.61, -1.38, 1.76, 0.99, -0.94, -0.91, -1.02, 0.64, 0.43, 0.50, 0.23, 0.76, 0.23, 0.37, 0.36, 0.36, 0.44, 0.45, 0.58, 0.58, 0.15, 0.18, 0.54, 0.49, 0.39, 0.40, 0.45, 0.36, 0.47, 0.28, 0.24, 0.56, -1.44, 0.41, 0.18, -0.56, -0.01, -0.73, -0.65, 1.35, -0.76, -0.65, -0.31, -0.46, -0.93, 1.06, -0.87, -0.63, 0.29, 0.24, 0.46, 0.34, 0.65, 0.46, 0.42, 0.35, -0.04, -0.02, 0.36, 0.40, -0.69, 1.03, -0.68, 0.60, 1.21, -0.58, -0.23, -0.39, -0.70, -0.51, -0.81, 0.08, 0.58, 0.42, 0.41, 0.49],
  "homo_energy_ev": [-7.25, -7.47],
  "energy_ev": -88263.7356,
  "de_lowest_kcal_mol": 73.4,
  "e_lumo_ev": [-0.260, -0.930],
  "gap_ev": [7.0, 6.5],
  "spin_multiplicity": 4
}

---

# 2
{
  "formula": "C39H43AlN5O13",
  "method": "wB97M-V/def2-TZVPD",
  "symbols": ["C", "C", "O", "O", "C", "C", "C", "Al", "C", "C", "C", "C", "O", "H", "H", "H", "H", "H", "H", "H", "H", "H", "H", "H", "H", "H", "H", "H", "H", "H", "H", "C", "C", "C", "C", "C", "C", "N", "O", "O", "H", "H", "H", "H", "H", "C", "C", "C", "C", "C", "C", "N", "O", "O", "H", "H", "H", "H", "H", "C", "C", "C", "C", "C", "C", "N", "O", "O", "H", "H", "H", "H", "H", "C", "C", "C", "C", "C", "C", "N", "O", "O", "H", "H", "H", "H", "H", "C", "C", "C", "C", "C", "C", "N", "O", "O", "H", "H", "H", "H", "H"],
  "xyz": [[6.65915, -1.27830, 3.94593], [6.29956, -2.88860, 3.80544], [7.31533, -3.75187, 3.55126], [4.91784, -3.43958, 3.92335], [4.52560, -3.44942, 5.37059], [3.39049, -2.29187, 5.61142], [1.83343, -2.81136, 5.45002], [0.81906, -1.21942, 4.54629], [-1.12896, -1.66107, 4.07635], [0.97123, 0.53566, 5.59567], [2.44529, 1.36173, 5.01553], [3.84201, 1.07364, 5.99093], [2.99258, 2.48704, 5.93686], [6.67158, -0.92819, 5.08075], [5.90582, -0.59983, 3.36164], [7.77972, -1.17198, 3.56368], [5.44731, -3.21705, 6.06607], [4.11753, -4.52408, 5.62556], [3.54570, -1.74122, 6.63218], [3.54323, -1.47148, 4.76135], [1.86506, -3.74291, 4.73283], [1.31587, -3.04957, 6.49382], [1.57596, -0.98292, 3.14076], [-1.21189, -2.67047, 3.46141], [-1.56556, -0.82021, 3.35405], [-1.73488, -1.70585, 5.07864], [1.11993, 0.42428, 6.75071], [0.11943, 1.26925, 5.27183], [2.60393, 1.43561, 3.77134], [4.68898, 1.80544, 6.26477], [4.38345, 0.78334, 4.96438], [-4.30200, 2.41132, -1.59680], [-3.13260, 1.67896, -1.80729], [-2.49022, 1.06191, -0.73212], [-3.03265, 1.18151, 0.55483], [-4.20225, 1.92255, 0.77016], [-4.83419, 2.53752, -0.31249], [-2.37612, 0.51399, 1.68526], [-1.33296, -0.11643, 1.45704], [-2.90443, 0.61542, 2.80179], [-4.80241, 2.88597, -2.43912], [-2.72313, 1.58641, -2.81094], [-1.57976, 0.49464, -0.91272], [-4.63136, 2.02768, 1.76442], [-5.74428, 3.11243, -0.15610], [-9.22096, 0.06141, -5.25374], [-8.18479, -0.74972, -4.78836], [-6.88111, -0.25364, -4.72743], [-6.62598, 1.06374, -5.13263], [-7.66301, 1.87772, -5.60749], [-8.96222, 1.36957, -5.66650], [-5.26206, 1.59933, -5.04699], [-4.36873, 0.84196, -4.63950], [-5.08267, 2.77875, -5.38288], [-10.23680, -0.32800, -5.29411], [-8.39410, -1.76869, -4.46985], [-6.08466, -0.89838, -4.36229], [-7.47829, 2.90033, -5.92983], [-9.77460, 1.99456, -6.03076], [0.14582, -2.51285, -6.11624], [-0.20349, -1.33853, -6.78489], [-0.27103, -0.13029, -6.08848], [0.01903, -0.10867, -4.71729], [0.36246, -1.28741, -4.04194], [0.42395, -2.49019, -4.74849], [-0.02540, 1.16259, -3.98490], [-0.35188, 2.18027, -4.61373], [0.26997, 1.14627, -2.78135], [0.20265, -3.45157, -6.66467], [-0.42030, -1.36450, -7.85066], [-0.54468, 0.77616, -6.62404], [0.58520, -1.28587, -2.97699], [0.69257, -3.41010, -4.23386], [9.68653, -6.69834, 4.41540], [10.72269, -7.50947, 4.88077], [12.02638, -7.01339, 4.94170], [12.28150, -5.69601, 4.53650], [11.24448, -4.88203, 4.06164], [9.94526, -5.39018, 4.00263], [13.64542, -5.16042, 4.62214], [14.53876, -5.91779, 5.02963], [13.82482, -3.98100, 4.28625], [8.67069, -7.08775, 4.37502], [10.51339, -8.52844, 5.19928], [12.82283, -7.65813, 5.30684], [11.42920, -3.85942, 3.73930], [9.13289, -4.76519, 3.63837], [-6.50284, 8.25155, -3.49398], [-7.15486, 7.05854, -3.17818], [-7.84489, 6.35507, -4.16732], [-7.87175, 6.85540, -5.47641], [-7.22452, 8.05679, -5.79454], [-6.54007, 8.75290, -4.79624], [-8.57394, 6.10743, -6.52615], [-9.15023, 5.05870, -6.20095], [-8.54687, 6.56492, -7.67768], [-5.96136, 8.79362, -2.72057], [-7.12257, 6.67499, -2.16064], [-8.34785, 5.42682, -3.90514], [-7.24148, 8.45908, -6.80529], [-6.03192, 9.68488, -5.03385]],
  "forces_ev_per_a": [[0.342, -0.546, 0.339], [3.349, -4.152, -0.874], [-6.480, 5.399, 1.439], [4.051, 1.598, 1.010], [-0.717, 0.860, 1.291], [-0.440, 0.079, -0.389], [0.852, -0.099, 0.509], [-0.497, -0.891, -0.231], [-1.039, 0.170, -0.635], [2.265, 2.017, -0.424], [-1.312, 0.956, 3.608], [0.459, 1.148, -2.136], [-1.207, -3.314, -4.865], [-0.322, -0.993, -2.346], [1.429, -1.492, 1.093], [-2.624, -0.278, 0.646], [-1.541, -0.610, -1.488], [0.840, 2.161, -0.695], [-0.186, -1.106, -1.863], [0.039, -1.745, 1.742], [-0.305, 1.567, 1.491], [1.357, 0.042, -2.042], [0.374, 0.190, -0.220], [0.060, 1.773, 1.424], [1.058, -2.363, 2.401], [0.639, -0.127, -1.917], [-0.337, 0.656, -2.151], [1.465, -1.142, 0.846], [-0.126, -0.071, 3.710], [-0.766, -1.833, 0.837], [-0.435, 1.407, 0.653], [0.059, -0.095, 0.103], [-0.090, 0.032, 0.343], [-0.112, 0.016, 0.124], [-0.531, 0.417, -0.862], [0.059, -0.036, -0.035], [0.373, -0.243, -0.086], [0.862, -0.762, 0.979], [-1.699, 1.329, -0.117], [0.466, 0.328, -1.756], [0.124, -0.053, 0.126], [-0.086, 0.036, 0.247], [-0.198, 0.127, 0.272], [0.300, -0.176, -0.167], [0.178, -0.122, 0.032], [0.152, 0.064, 0.003], [0.095, 0.375, -0.120], [0.001, 0.056, -0.006], [-0.960, -0.392, -0.025], [0.060, -0.027, 0.039], [0.271, -0.226, 0.136], [1.272, 0.394, 0.059], [-1.306, 1.134, -0.665], [-0.216, -1.639, 0.517], [0.211, 0.079, 0.001], [0.110, 0.219, -0.056], [-0.058, 0.339, -0.101], [0.114, -0.275, 0.128], [0.241, -0.054, 0.064], [-0.005, 0.120, 0.095], [0.081, 0.031, 0.413], [0.029, -0.022, 0.063], [0.046, -0.904, -0.540], [-0.015, 0.067, -0.028], [-0.104, 0.333, -0.223], [-0.026, 1.225, 0.721], [0.466, -1.465, 0.915], [-0.489, 0.031, -1.773], [-0.019, 0.189, 0.117], [0.030, 0.064, 0.234], [0.088, -0.114, 0.342], [-0.081, 0.216, -0.256], [-0.056, 0.241, -0.050], [0.178, 0.035, 0.015], [0.124, 0.390, -0.113], [-0.003, 0.030, 0.001], [-0.880, -0.333, -0.032], [0.053, -0.138, 0.066], [0.228, -0.137, 0.026], [1.084, 0.459, 0.058], [-1.154, 1.107, -0.575], [-0.151, -1.699, 0.489], [0.197, 0.129, -0.011], [0.109, 0.203, -0.054], [-0.062, 0.341, -0.116], [0.139, -0.295, 0.140], [0.222, -0.126, 0.126], [-0.070, -0.062, -0.096], [-0.028, 0.131, -0.383], [0.033, 0.046, -0.065], [0.486, 0.482, 0.730], [-0.004, -0.039, 0.030], [-0.212, -0.372, 0.080], [-0.549, -0.527, -1.032], [0.777, 1.376, -0.495], [-0.098, -0.739, 1.724], [-0.117, -0.121, -0.164], [-0.032, 0.041, -0.247], [0.078, 0.208, -0.274], [-0.106, -0.291, 0.202], [-0.127, -0.215, -0.003]],
  "mulliken_charge": [-0.68, 0.44, -0.57, -0.28, -0.64, 0.19, -0.66, 0.06, -0.19, -0.57, 0.22, -0.45, -0.40, 0.23, 0.23, 0.28, 0.27, 0.32, 0.33, -0.25, 0.22, 0.22, -0.29, 0.17, -0.28, 0.21, 0.29, 0.23, 0.30, 0.35, -0.24, -0.56, -0.27, -0.16, -0.32, -0.34, -0.52, 1.04, -0.55, -0.62, 0.49, 0.32, 0.59, 0.43, 0.36, -0.35, -0.49, -0.24, 0.02, -0.44, -0.48, 1.02, -0.56, -0.59, 0.37, 0.37, 0.44, 0.51, 0.42, -0.37, -0.47, -0.33, 0.15, -0.33, -0.54, 1.04, -0.58, -0.58, 0.36, 0.37, 0.43, 0.47, 0.38, -0.54, -0.31, -0.39, 0.14, -0.46, -0.38, 0.95, -0.60, -0.59, 0.41, 0.36, 0.41, 0.42, 0.61, -0.40, -0.50, -0.19, 0.10, -0.37, -0.41, 0.96, -0.57, -0.58, 0.37, 0.39, 0.43, 0.43, 0.36],
  "homo_energy_ev": -4.63,
  "energy_ev": -81781.5206,
  "e_lumo_ev": 0.002,
  "gap_ev": 4.6,
  "charge": -1
}